Molecular formula: C16H90B2O25Zn
Method: DFT, wB97M-V/def2-TZVPD

Computed properties:
LUMO: -4.521 eV
HOMO: -5.71 eV
E: -4372.6349 Ha

Last column: Löwdin charge in e.
Positions of all 134 atoms, in Å:
Zn  1.56  -0.63  1.16  0.450
B  0.00  0.65  -1.70  0.006
H  0.37  1.46  -2.34  -0.049
H  0.50  0.23  -0.67  -0.110
H  -3.15  -1.37  0.23  0.108
H  -1.08  0.29  -1.95  -0.008
B  -0.25  0.31  2.16  0.102
H  0.55  1.89  0.56  0.082
H  1.57  2.20  4.68  -0.086
H  -1.21  3.30  1.31  0.239
H  5.89  7.04  10.90  -0.184
C  4.69  -5.02  -0.79  -0.078
C  3.33  -5.20  -0.10  -0.253
O  2.50  -4.03  -0.36  -0.143
H  4.48  -4.64  -1.82  0.087
H  5.32  -5.91  -0.81  0.071
H  5.30  -4.28  -0.25  0.076
H  3.49  -5.34  0.98  0.118
H  2.89  -6.12  -0.54  0.122
H  1.64  -4.30  -0.69  0.061
C  0.23  -0.08  -5.65  -0.068
C  1.23  1.01  -5.29  -0.281
O  2.26  0.63  -4.35  -0.138
H  0.72  -1.05  -5.72  0.071
H  -0.21  0.11  -6.67  0.097
H  -0.56  -0.24  -4.90  0.058
H  0.83  1.98  -4.95  0.115
H  1.85  1.30  -6.18  0.122
H  2.50  -0.31  -4.52  0.107
C  3.07  -4.27  7.36  -0.081
C  3.10  -3.02  6.45  -0.332
O  4.40  -2.47  6.56  -0.098
H  3.02  -3.82  8.34  0.064
H  3.95  -4.89  7.26  0.066
H  2.15  -4.86  7.24  0.074
H  2.41  -2.22  6.78  0.115
H  2.78  -3.36  5.44  0.100
H  4.45  -1.65  6.02  0.094
C  -2.20  6.11  3.65  -0.077
C  -1.44  4.79  3.38  -0.373
O  -2.26  3.70  3.62  -0.128
H  -3.01  6.28  2.94  0.070
H  -1.54  6.99  3.70  0.079
H  -2.65  6.14  4.63  0.061
H  -0.49  4.71  3.89  0.098
H  -1.25  4.82  2.30  0.036
H  -1.75  2.89  3.76  0.057
C  -3.69  0.66  -4.72  -0.088
C  -4.53  0.79  -3.46  -0.323
O  -5.92  1.02  -3.77  -0.067
H  -3.88  1.52  -5.37  0.080
H  -4.11  -0.18  -5.31  0.071
H  -2.64  0.41  -4.55  0.048
H  -4.07  1.54  -2.83  0.092
H  -4.52  -0.14  -2.91  0.069
H  -6.20  1.46  -2.97  0.068
C  3.98  4.53  -2.34  -0.084
C  3.97  4.45  -3.87  -0.342
O  3.47  5.53  -4.60  -0.075
H  4.67  5.31  -1.99  0.076
H  4.40  3.58  -1.98  0.048
H  2.99  4.65  -1.85  0.089
H  3.28  3.62  -4.09  0.103
H  4.99  4.27  -4.27  0.122
H  3.95  6.36  -4.43  0.093
C  -2.09  5.13  -2.20  -0.095
C  -1.65  3.71  -2.32  -0.289
O  -1.99  3.01  -1.09  -0.182
H  -2.12  5.66  -3.15  0.074
H  -1.50  5.73  -1.46  0.092
H  -3.11  5.21  -1.77  0.086
H  -0.56  3.64  -2.50  0.107
H  -2.21  3.25  -3.15  0.109
H  -1.71  2.09  -1.06  0.014
C  -4.60  -3.61  1.65  -0.088
C  -5.15  -3.50  0.27  -0.285
O  -4.13  -3.72  -0.71  -0.123
H  -4.07  -4.54  1.74  0.072
H  -5.38  -3.57  2.40  0.084
H  -3.89  -2.82  1.90  0.027
H  -5.58  -2.52  0.10  0.097
H  -5.88  -4.28  0.12  0.113
H  -4.27  -3.14  -1.47  0.063
O  -1.13  -3.83  -3.58  -0.061
H  -1.36  -4.61  -4.08  0.067
H  -1.34  -4.00  -2.63  0.046
O  -4.14  2.24  0.67  -0.091
H  -3.87  2.81  1.43  0.050
H  -3.60  2.58  -0.07  0.014
O  2.72  4.74  1.49  -0.057
H  3.13  4.65  2.32  -0.042
H  1.78  4.70  1.67  0.034
O  -5.47  -0.09  -0.64  -0.080
H  -5.50  0.80  -0.32  -0.002
H  -4.82  -0.48  -0.04  -0.061
O  -0.29  -3.76  3.13  -0.025
H  -0.41  -4.69  3.12  0.052
H  -1.13  -3.30  3.33  0.026
O  -3.62  -2.45  -3.26  -0.070
H  -4.12  -2.13  -4.02  0.046
H  -2.72  -2.70  -3.61  0.039
O  -2.48  -2.32  4.14  -0.066
H  -3.02  -1.72  3.62  -0.019
H  -2.30  -1.91  5.02  0.085
O  1.60  -2.55  1.80  -0.107
H  0.86  -3.01  2.28  0.021
H  1.95  -3.21  1.14  0.052
O  -1.68  -4.18  -0.61  -0.115
H  -1.19  -3.43  -0.25  0.031
H  -2.68  -3.87  -0.63  0.024
O  4.17  2.09  0.79  -0.055
H  3.80  3.00  0.81  0.031
H  5.04  2.16  0.40  0.044
O  4.18  4.29  3.80  -0.055
H  3.95  4.48  4.69  0.034
H  4.65  3.45  3.83  0.051
O  -3.52  -0.30  2.60  -0.134
H  -2.58  -0.04  2.47  -0.078
H  -3.99  0.40  2.12  0.019
O  1.69  -3.04  -3.08  -0.052
H  2.02  -3.65  -2.44  -0.017
H  0.77  -3.27  -3.34  0.018
O  3.66  0.50  -2.14  -0.046
H  2.79  0.42  -2.64  0.056
H  3.69  1.50  -2.05  0.087
O  0.23  -5.77  0.24  -0.065
H  -0.04  -6.63  0.60  0.051
H  -0.58  -5.37  -0.11  -0.017
O  2.98  -0.12  2.50  -0.113
H  3.25  0.74  2.09  0.051
H  3.69  -0.74  2.68  0.087
O  2.93  -1.05  -0.38  -0.089
H  3.29  -0.36  -1.06  -0.006
H  2.57  -1.78  -0.88  0.031